Entry from OMol25: 6 unconnected molecules or ions with the total composition C41H98BrN2O18P4S in a non-equilibrium geometry (ωB97M-V with the def2-TZVPD basis set).

Computed properties:
- net charge = +1
- gap between HOMO and LUMO (eV) = 6.38

Each line ends with the Mulliken charge.
Element x y z (Å)
C  -2.2810  -9.1791  -0.9327  -0.479
C  -1.1117  -9.1682  0.1948  -0.471
C  0.3693  -8.6526  -0.2552  -0.001
Br  0.8282  -9.6029  -1.9371  -0.079
C  0.5750  -7.0034  -0.2267  0.170
P  0.4333  -6.5945  1.6808  0.809
O  1.7055  -5.7756  2.2289  -0.538
O  -1.0758  -5.7245  2.0391  -0.504
O  0.3950  -7.9887  2.7229  -0.568
C  2.0089  -6.4636  -0.7593  -1.568
N  1.9964  -5.0892  -1.4672  1.225
C  2.1242  -3.9815  -0.4470  -0.519
C  0.7863  -3.4440  0.2927  0.809
C  0.5182  -1.8538  -0.1549  -0.300
C  -0.4616  -1.0551  0.9209  -0.420
C  -1.7892  -1.9008  1.3744  -0.114
C  -3.2263  -1.1195  1.0400  -0.120
C  -4.4524  -2.1324  1.5555  -0.556
C  -5.2490  -2.8592  0.3180  -0.185
C  -6.0464  -1.8349  -0.6856  -0.388
C  -6.7977  -2.7559  -1.8419  -0.652
C  -5.7628  -3.3172  -3.0039  0.303
O  -6.4580  -3.2187  -4.3237  -0.389
C  -5.6016  -3.7516  -5.4048  -0.442
P  3.6174  -5.0517  -2.3000  0.583
O  4.8699  -5.1796  -1.0445  -0.474
O  3.9242  -6.3509  -3.3989  -0.513
S  4.0162  -3.4261  -3.2772  -0.316
C  0.8335  -4.9387  -2.4421  -1.406
O  1.2590  -5.0603  -3.8796  -0.467
C  -0.4995  -5.8057  -2.1155  1.048
P  -1.9295  -4.4504  -2.0514  0.384
N  -2.0561  -3.8427  -3.5826  -0.640
P  -1.1843  -6.9776  -3.4030  0.532
C  -3.0502  -6.9245  -3.6824  -0.716
C  -0.1340  -7.7113  -4.7194  -0.945
O  -0.6204  -6.4311  -0.8117  -1.015
H  -2.0819  -9.8094  -1.8947  0.273
H  -2.6285  -8.0594  -1.1574  -0.094
H  -3.2391  -9.6769  -0.4205  0.398
H  -1.5689  -8.6016  1.1406  0.187
H  -0.9783  -10.2953  0.5656  0.341
H  1.1759  -9.0645  0.5249  0.618
H  -1.8233  -6.0856  1.4784  0.415
H  1.2836  -8.0827  3.2161  0.380
H  2.3712  -7.2182  -1.5818  0.546
H  2.8905  -6.4845  0.0467  0.529
H  2.8765  -4.3416  0.4083  -0.239
H  2.6454  -2.9896  -0.8615  0.354
H  1.0366  -3.3693  1.4581  0.453
H  -0.1680  -4.1052  0.2184  -0.962
H  0.0781  -1.7582  -1.2401  0.144
H  1.5496  -1.2525  -0.1323  0.257
H  -0.8342  -0.0491  0.4477  0.170
H  0.1114  -0.7677  1.9278  0.123
H  -1.7938  -2.0623  2.5561  0.367
H  -1.8946  -2.9646  0.8999  -0.300
H  -3.2892  -0.0525  1.5169  -0.067
H  -3.3072  -1.1246  -0.1408  0.220
H  -5.1749  -1.5869  2.3318  0.377
H  -3.9408  -3.0120  2.1798  0.222
H  -4.5664  -3.5863  -0.3288  -0.282
H  -6.0817  -3.5552  0.8109  0.385
H  -5.3166  -1.1060  -1.2385  0.208
H  -6.8910  -1.3118  -0.0638  0.295
H  -7.5968  -2.1033  -2.3977  0.289
H  -7.3246  -3.7044  -1.3878  0.269
H  -5.4446  -4.4460  -2.7855  -0.032
H  -4.7968  -2.6576  -2.9383  0.093
H  -5.3115  -2.8484  -6.1194  0.223
H  -4.5958  -4.2283  -5.0027  0.062
H  -6.2398  -4.5338  -6.0336  0.223
H  4.9263  -6.1721  -0.8524  0.358
H  3.8922  -6.0347  -4.3589  0.394
H  0.5712  -3.7707  -2.4083  0.466
H  1.4036  -4.1517  -4.2753  0.493
H  -1.5859  -3.3300  -1.2234  -0.147
H  -3.1655  -5.0036  -1.5599  -0.057
H  -1.8479  -2.8026  -3.4844  0.304
H  -3.7227  -6.7475  -2.7400  0.201
H  -3.2601  -6.1497  -4.5625  0.165
H  -3.3826  -7.9820  -4.1254  0.412
H  -0.5704  -8.7030  -5.1819  0.349
H  0.9786  -7.9764  -4.3814  0.207
H  0.0051  -6.9578  -5.6343  0.288
C  0.3303  3.3632  -0.5565  -0.719
O  1.2288  2.2863  -0.7997  -0.217
C  2.3830  2.7010  -1.5380  -0.627
C  3.6043  2.8375  -0.6254  0.392
O  3.4544  3.9376  0.2777  -0.368
C  3.1176  3.5099  1.5931  -0.670
H  -0.4297  3.0226  0.1524  -0.031
H  0.8425  4.2284  -0.1280  0.414
H  -0.1655  3.6499  -1.4895  0.409
H  2.1886  3.6370  -2.0774  0.350
H  2.5827  1.9200  -2.2789  0.395
H  4.4824  3.0529  -1.2435  0.425
H  3.7962  1.9051  -0.0815  -0.533
H  3.9833  3.0322  2.0604  0.335
H  2.2693  2.8194  1.5886  0.202
H  2.8444  4.3909  2.1810  0.290
C  4.8841  -3.7423  3.1280  -0.576
O  5.8572  -2.8136  2.6625  -0.440
C  5.3794  -2.0370  1.5589  0.438
C  4.9918  -0.6243  2.0028  -0.267
O  3.8300  -0.6455  2.8383  -0.115
C  4.1548  -0.4711  4.2134  -0.889
H  5.2415  -4.1716  4.0682  0.364
H  3.9199  -3.2609  3.3100  0.284
H  4.7639  -4.5498  2.3985  0.127
H  4.5386  -2.5375  1.0615  -0.519
H  6.2028  -1.9669  0.8408  0.396
H  4.7329  -0.0360  1.1159  -0.122
H  5.8288  -0.1253  2.5051  0.422
H  4.4657  0.5621  4.3926  0.281
H  4.9445  -1.1575  4.5322  0.369
H  3.2583  -0.6746  4.8062  0.229
C  -1.1658  2.2605  3.9571  -0.799
O  -1.4214  3.0043  2.7707  -0.010
C  -2.8126  3.2989  2.6062  -0.550
C  -3.1170  4.7541  2.9702  -0.436
O  -2.9599  4.9794  4.3748  -0.413
C  -1.7464  5.6600  4.6765  -0.592
H  -0.0838  2.2229  4.1122  0.236
H  -1.6265  2.7247  4.8328  0.355
H  -1.5378  1.2375  3.8405  0.205
H  -3.4321  2.6087  3.1933  0.371
H  -3.0461  3.1445  1.5477  0.369
H  -4.1651  4.9641  2.7315  0.393
H  -2.4947  5.4445  2.3888  0.132
H  -1.8151  6.7018  4.3511  0.276
H  -0.8851  5.1788  4.2041  0.234
H  -1.6027  5.6408  5.7608  0.256
C  -3.6059  9.8589  -0.2307  -0.654
O  -2.4170  10.6410  -0.1947  -0.374
C  -1.8336  10.6784  1.1120  -0.619
C  -0.6161  9.7550  1.2013  -0.305
O  -1.0035  8.3796  1.1203  -0.290
C  -0.7333  7.8207  -0.1609  -0.732
H  -3.8984  9.7271  -1.2762  0.241
H  -3.4548  8.8725  0.2151  0.235
H  -4.4107  10.3840  0.2938  0.327
H  -2.5756  10.4265  1.8806  0.314
H  -1.5069  11.7092  1.2837  0.407
H  -0.1415  9.8929  2.1787  0.340
H  0.1232  10.0017  0.4304  0.264
H  0.3453  7.6941  -0.2899  0.303
H  -1.1334  8.4436  -0.9660  0.371
H  -1.2098  6.8375  -0.2138  0.161
C  2.8725  11.7772  0.9837  -0.836
O  2.5778  11.0477  -0.2025  -0.207
C  3.3612  11.4879  -1.3169  -0.544
C  4.5011  10.5102  -1.6128  -0.517
O  5.4825  10.5298  -0.5712  -0.379
C  5.3764  9.3990  0.2872  -0.634
H  2.3776  11.2812  1.8235  0.210
H  3.9467  11.8090  1.1827  0.402
H  2.4804  12.7959  0.8991  0.304
H  3.7462  12.5021  -1.1499  0.360
H  2.6912  11.5197  -2.1823  0.365
H  5.0074  10.8282  -2.5304  0.373
H  4.1185  9.4955  -1.7740  0.303
H  5.7148  8.5017  -0.2387  0.301
H  4.3522  9.2570  0.6437  0.238
H  6.0252  9.5630  1.1525  0.261

Cartesian forces (eV/Å) of the 3 atoms listed first:
C -1.521 0.409 0.872
C -0.747 -0.922 0.437
C 0.896 -0.174 1.946